Record 1
DFT (ωB97M-V/def2-TZVPD) results for a cluster of 6 separate species, C37H52F14N2O17S in total in a non-equilibrium geometry.

Each line ends with the Mulliken charge.
Geometry (Å):
C (3.68692, 0.17911, -0.05698)  -0.514
C (3.65726, 1.09821, -1.37293)  -0.443
C (3.67424, 0.10643, -2.65295)  -0.131
C (2.96494, 0.78563, -3.94904)  0.257
C (3.84432, 0.48296, -5.25044)  -1.392
C (1.49096, 0.18864, -3.98426)  0.158
C (0.66124, 0.25835, -5.37862)  -0.374
O (1.05679, -0.01018, -6.52532)  -0.626
N (-0.74192, 0.74370, -5.24568)  -0.264
C (-0.68175, 1.62194, -4.04216)  -0.382
C (-2.01025, 2.24552, -3.41358)  -1.413
C (-3.05141, 1.20115, -2.78897)  1.185
C (-3.84716, 1.93802, -1.57047)  -1.297
C (-3.60506, 1.09100, -0.24752)  0.239
C (-3.80266, 1.93996, 1.11195)  0.708
F (-5.17081, 1.69930, 1.47033)  -0.346
F (-3.71355, 3.32244, 0.92394)  -0.304
C (-2.94928, 1.35901, 2.32127)  0.774
F (-3.03325, -0.04641, 2.22441)  -0.210
F (-3.64444, 1.67707, 3.51592)  -0.266
S (-1.21333, 2.00089, 2.51269)  1.156
F (-1.23901, 1.52307, 4.12282)  -0.343
F (-0.65603, 0.45444, 2.14643)  -0.317
F (-1.02077, 2.36758, 0.91543)  -0.279
F (-1.68135, 3.52374, 2.93635)  -0.293
F (0.35489, 2.46905, 2.75561)  -0.301
C (0.44425, 1.00667, -3.07672)  -0.356
C (0.06095, 0.46144, -1.62720)  1.333
C (-0.14051, -1.11460, -1.50551)  -0.578
C (-0.82095, -1.83115, -2.75615)  0.859
C (-1.66503, -3.09707, -2.20045)  -1.485
N (-0.85400, -3.83650, -1.19367)  0.496
C (-1.47201, -3.87452, 0.14754)  -0.981
C (-0.35831, -5.10019, -1.67214)  0.615
C (0.35309, -5.07794, -3.12010)  -0.872
O (-0.37624, -6.19904, -1.09174)  -0.647
H (2.64046, -0.25065, 0.11689)  0.005
H (4.36674, -0.70539, -0.26188)  0.246
H (4.09314, 0.71309, 0.85282)  0.103
H (2.76565, 1.80903, -1.40376)  0.186
H (4.59513, 1.74803, -1.34374)  0.417
H (4.77207, -0.10229, -2.85493)  0.398
H (3.11948, -0.84341, -2.33022)  -0.249
H (2.99230, 1.90868, -3.74155)  0.602
H (3.50065, -0.40484, -5.86087)  0.269
H (3.85880, 1.44382, -5.87747)  0.295
H (4.93832, 0.31517, -4.94831)  0.390
H (1.59738, -0.92567, -3.79740)  0.221
H (-1.42085, -0.02443, -5.24814)  0.367
H (-0.15009, 2.56036, -4.44442)  0.317
H (-2.54592, 2.90045, -4.18654)  0.384
H (-1.66321, 2.98087, -2.60203)  0.388
H (-3.83438, 0.88990, -3.56492)  0.423
H (-2.57989, 0.28433, -2.32166)  -0.781
H (-4.94704, 1.93392, -1.83882)  0.288
H (-3.50880, 3.01607, -1.52730)  0.489
H (-4.33934, 0.21162, -0.26262)  0.361
H (-2.57392, 0.62276, -0.15700)  -0.459
H (1.05890, 1.94894, -2.83430)  0.536
H (0.94889, 0.72029, -0.94632)  0.050
H (-0.80354, 1.08918, -1.24649)  -0.966
H (-0.84147, -1.28323, -0.60864)  -0.018
H (0.81875, -1.67560, -1.22439)  0.239
H (-0.01192, -2.27153, -3.44236)  0.245
H (-1.45239, -1.16210, -3.41460)  -0.296
H (-1.99887, -3.73792, -3.08725)  0.300
H (-2.62930, -2.65085, -1.77721)  0.323
H (-1.38587, -4.84719, 0.71275)  0.362
H (-2.57623, -3.57130, 0.17395)  0.278
H (-0.93766, -3.08367, 0.78921)  0.218
H (0.71811, -6.13747, -3.35127)  0.275
H (-0.40824, -4.83740, -3.94010)  0.371
H (1.26350, -4.40172, -3.14524)  0.110
O (5.45643, -0.30516, 2.24999)  -0.467
C (6.25141, 0.46553, 2.69206)  0.644
O (6.75191, 0.40756, 3.95765)  -0.323
C (7.75754, 1.40923, 4.04666)  -0.454
C (7.35487, 2.36267, 2.96512)  0.308
F (8.43797, 2.96298, 2.41506)  -0.279
O (6.76595, 1.51837, 1.99614)  -0.268
H (8.73692, 0.95797, 3.86637)  0.279
H (7.76189, 1.87474, 5.03273)  0.273
H (6.63219, 3.12093, 3.27942)  0.289
O (4.48134, -3.01445, -1.90490)  -0.506
C (4.37291, -4.13377, -1.50656)  0.594
O (3.49754, -5.04425, -2.01777)  -0.272
C (3.76719, -6.28125, -1.36920)  -0.469
C (4.42180, -5.83777, -0.09818)  0.319
F (5.33620, -6.74497, 0.32222)  -0.299
O (5.09999, -4.65680, -0.48114)  -0.296
H (4.43037, -6.88335, -1.99615)  0.262
H (2.84772, -6.84085, -1.19214)  0.319
H (3.72383, -5.61344, 0.71324)  0.292
O (-5.78257, 1.84049, -5.31310)  -0.502
C (-5.25130, 1.54220, -6.34202)  0.625
O (-4.15120, 0.74130, -6.42968)  -0.226
C (-3.91491, 0.52687, -7.81714)  -0.424
C (-4.58499, 1.70907, -8.44295)  0.283
F (-5.08256, 1.39831, -9.66382)  -0.291
O (-5.66472, 1.96692, -7.56729)  -0.322
H (-4.36567, -0.42234, -8.11910)  0.277
H (-2.84614, 0.49161, -8.03226)  0.279
H (-3.95250, 2.59800, -8.51709)  0.298
O (-4.49486, 3.44711, 9.19676)  -0.542
C (-3.70287, 3.51242, 8.30530)  0.665
O (-4.03710, 3.55158, 6.98716)  -0.329
C (-2.82874, 3.76050, 6.26566)  0.213
C (-1.79427, 3.25143, 7.21875)  0.406
F (-0.63129, 3.93463, 7.08799)  -0.319
O (-2.35296, 3.54803, 8.48424)  -0.342
H (-2.71576, 4.82654, 6.04984)  0.247
H (-2.83389, 3.21152, 5.32475)  -0.310
H (-1.60221, 2.17754, 7.14391)  0.303
O (0.08754, 0.59017, 11.51065)  -0.515
C (-0.98834, 0.48998, 11.00769)  0.626
O (-2.16341, 0.65238, 11.67563)  -0.328
C (-3.19974, 0.58585, 10.70247)  -0.076
C (-2.55236, -0.18951, 9.59849)  0.252
F (-3.02713, 0.19617, 8.38556)  -0.222
O (-1.19477, 0.19115, 9.69229)  -0.285
H (-3.47811, 1.59867, 10.39844)  0.052
H (-4.08199, 0.08494, 11.10229)  0.287
H (-2.63735, -1.27509, 9.69995)  0.222

Computed properties:
gap between HOMO and LUMO: 8.0 eV
LUMO level: -1.49 eV
total charge: 0
spin multiplicity: 1
SMILES string: CCC[C@@H](C)[C@@H]1C(=O)N[C@@H](CCCCC(F)(F)C(F)(F)S(F)(F)(F)(F)F)[C@H]1CCCCN(C)C(C)=O.O=C1OC[C@@H](F)O1.O=C1OC[C@@H](F)O1.O=C1OC[C@@H](F)O1.O=C1OC[C@@H](F)O1.O=C1OC[C@@H](F)O1

=====

Record 2
DFT (ωB97M-V/def2-TZVPD) results for a structure of composition C37H52N2O3P2RbSi2.

Each line ends with the Mulliken charge.
Geometry (Å):
Rb (-0.91231, 1.73701, 1.39083)  1.108
C (2.59084, 1.70390, 1.45648)  0.196
O (1.89824, 1.87645, 2.69733)  -0.168
C (2.07384, 3.14019, 3.28305)  -0.647
C (1.14604, 4.20278, 2.72734)  -0.157
O (-0.23296, 3.87741, 2.85496)  -0.298
C (-0.76394, 3.72966, 4.16537)  -0.743
C (-1.42375, 2.37555, 4.33275)  -0.412
O (-2.59147, 2.34002, 3.52423)  -0.448
C (-3.22034, 1.05590, 3.51082)  -0.291
H (3.66252, 1.87310, 1.60754)  0.446
H (2.20687, 2.36748, 0.67512)  0.131
H (2.39020, 0.68608, 1.13364)  -0.570
H (3.10830, 3.49542, 3.16132)  0.419
H (1.91106, 3.00893, 4.35674)  0.348
H (1.31060, 4.32636, 1.65537)  -0.117
H (1.36220, 5.16775, 3.20632)  0.329
H (-1.51530, 4.51006, 4.32091)  0.362
H (0.01546, 3.85068, 4.92248)  0.399
H (-1.69587, 2.21557, 5.38457)  0.584
H (-0.72759, 1.57585, 4.04558)  0.233
H (-3.45534, 0.73581, 4.53041)  0.364
H (-2.59447, 0.28642, 3.03521)  -0.154
H (-4.14435, 1.16373, 2.94657)  0.260
C (2.36429, 4.23151, -2.05438)  -1.078
Si (0.55158, 3.72547, -2.08881)  -0.165
C (-0.38366, 5.11133, -1.21759)  -0.899
C (0.01764, 3.82110, -3.89684)  -1.201
N (0.27603, 2.29051, -1.28224)  0.448
P (0.32934, 0.70515, -1.54808)  1.310
C (0.01306, -0.17072, -0.21848)  -1.798
P (-0.38774, -1.62100, 0.40280)  1.230
N (-1.08145, -1.55880, 1.84904)  0.478
Si (-1.61616, -2.74119, 2.91029)  -0.099
C (-3.35752, -3.32740, 2.49800)  -1.031
C (-0.56405, -4.29943, 3.03663)  -1.078
C (-1.70849, -2.06677, 4.67295)  -1.084
C (-1.52247, -2.64921, -0.63748)  0.547
C (-1.48195, -4.04034, -0.71537)  -0.211
C (-2.44001, -4.75265, -1.42861)  -0.720
C (-3.47040, -4.08341, -2.07177)  -0.705
C (-3.54005, -2.69812, -1.98170)  -0.590
C (-2.57848, -1.99740, -1.27220)  -0.944
C (1.16329, -2.63873, 0.48215)  0.038
C (1.65706, -3.31142, -0.63346)  0.191
C (2.92449, -3.88258, -0.63382)  -0.675
C (3.73383, -3.77144, 0.48775)  -0.686
C (3.26100, -3.09038, 1.60364)  -0.807
C (1.98874, -2.53652, 1.59944)  -0.454
C (1.96119, 0.33501, -2.33490)  -0.444
C (2.93980, -0.33459, -1.60973)  0.590
C (4.20366, -0.55359, -2.14671)  -0.929
C (4.50343, -0.11187, -3.42644)  -0.666
C (3.52795, 0.54114, -4.17291)  -0.746
C (2.27176, 0.75875, -3.62653)  -0.030
C (-0.82964, 0.28584, -2.91777)  0.223
C (-2.04166, 0.95950, -3.05053)  -0.558
C (-2.99647, 0.53507, -3.96215)  -0.757
C (-2.75028, -0.57054, -4.76981)  -0.625
C (-1.54461, -1.24481, -4.65641)  -0.825
C (-0.59652, -0.81634, -3.73391)  -0.129
H (2.53702, 5.17708, -2.57847)  0.429
H (2.98715, 3.46340, -2.52019)  0.283
H (2.70682, 4.34824, -1.02127)  0.253
H (-0.14279, 6.10001, -1.61750)  0.305
H (-0.15914, 5.11605, -0.14640)  0.057
H (-1.46314, 4.96316, -1.32073)  0.251
H (-0.03763, 4.87579, -4.19036)  0.450
H (-0.95980, 3.36988, -4.06926)  0.307
H (0.72811, 3.33627, -4.56982)  0.322
H (-3.37691, -3.83452, 1.52956)  0.218
H (-4.03784, -2.47350, 2.43290)  0.288
H (-3.74692, -4.01917, 3.25275)  0.391
H (-0.44305, -4.80366, 2.07542)  0.235
H (-1.07020, -4.99228, 3.71896)  0.481
H (0.43562, -4.10495, 3.42822)  0.271
H (-2.63107, -1.50450, 4.83947)  0.215
H (-0.86484, -1.39416, 4.85502)  0.222
H (-1.67317, -2.86428, 5.41950)  0.413
H (-0.69985, -4.58845, -0.20469)  0.211
H (-2.38238, -5.83426, -1.47255)  0.380
H (-4.21599, -4.63442, -2.63263)  0.377
H (-4.33774, -2.15648, -2.47573)  0.442
H (-2.64034, -0.91794, -1.21002)  0.487
H (1.05974, -3.36181, -1.53625)  0.252
H (3.28411, -4.39185, -1.52008)  0.421
H (4.72899, -4.20002, 0.48965)  0.373
H (3.88714, -2.99172, 2.48313)  0.391
H (1.63054, -1.99594, 2.46899)  0.511
H (2.69033, -0.70113, -0.62044)  -0.138
H (4.94569, -1.08689, -1.56380)  0.457
H (5.48650, -0.28339, -3.84918)  0.362
H (3.74327, 0.88347, -5.17831)  0.398
H (1.51967, 1.26004, -4.22579)  0.348
H (-2.23595, 1.82287, -2.42270)  0.523
H (-3.93613, 1.06954, -4.04582)  0.367
H (-3.50093, -0.90625, -5.47569)  0.383
H (-1.34474, -2.11360, -5.27204)  0.387
H (0.33485, -1.36387, -3.63283)  0.383

Computed properties:
gap between HOMO and LUMO: 5.3 eV
LUMO level: 1.75 eV
energy relative to the best compared isomer or geometry (same formula, charge and spin): 0.151 eV
total charge: -1
spin multiplicity: 1